*1*
Density functional theory data (ωB97M-V/def2-TZVPD) for a cluster of 2 separate species, H4I2OSi2 in total.

Net charge: 0
Kohn-Sham gap (eV): 8.40
Highest occupied orbital energy (Eh): -0.3483

Last column: natural (NBO) charge in e.
Cartesian coordinates (Å):
O -0.698 -0.927 0.272  -1.23
Si 1.182 -0.477 -1.260  1.09
Si -1.299 0.253 1.181  1.28
I 2.866 0.399 0.235  -0.07
I -1.165 2.355 -0.040  -0.31
H 1.568 -1.747 -1.822  -0.19
H 0.474 -0.073 -2.407  -0.16
H -2.589 -0.229 1.468  -0.20
H -0.338 0.445 2.372  -0.21

***

*2*
Density functional theory data (ωB97M-V/def2-TZVPD) for a cluster of 2 separate species, H4I2OSi2 in total.

Net charge: 0
Kohn-Sham gap (eV): 9.16
Highest occupied orbital energy (Eh): -0.3537

Last column: natural (NBO) charge in e.
Cartesian coordinates (Å):
I -1.469 0.936 0.451  -0.15
Si -1.664 -1.124 -0.924  0.61
I -0.380 -3.072 0.024  -0.20
H -1.217 -1.222 -2.321  -0.13
H -3.180 -1.624 -0.685  -0.10
O 1.821 0.216 1.661  -1.16
Si 2.006 1.481 0.886  1.55
H 1.651 2.877 1.522  -0.21
H 2.432 1.531 -0.613  -0.21

***

Of them, *1* has the highest stability.